Record 1
The following is a DFT calculation (the ωB97M-V functional and the def2-TZVPD basis) of 8 unconnected molecules or ions with the total composition C35H45Cl21N2O8P at a distorted geometry.

Computed properties:
- Charge: +1
- Orbital gap: 7.51 eV

```
112
Properties=species:S:1:pos:R:3:forces:R:3
C 1.2682 -0.3807 2.6182 -0.09 -0.54 0.23
C 2.0351 -1.0602 1.4845 0.16 0.56 0.06
P 1.8386 -0.2314 -0.1766 -0.90 -0.68 -0.23
C 3.5078 0.0070 -0.8679 0.48 0.34 0.63
C 1.1214 1.4271 0.2820 0.90 0.32 0.22
C -0.1696 1.6631 -0.1666 -0.17 -0.04 0.87
C -0.7622 0.6331 -1.0898 0.22 0.11 -0.74
O -0.4993 0.7569 -2.2505 -0.04 0.14 -0.42
O -1.5222 -0.3559 -0.6016 0.20 0.31 -0.11
C -1.8654 -1.3275 -1.6011 -0.88 -0.96 0.18
O -2.8032 -0.8962 -2.5691 0.73 0.44 -0.35
N -3.7195 0.0711 -2.0718 0.03 0.30 0.32
O -4.0262 0.7991 -2.9210 -0.26 -0.30 -0.04
C -0.8474 2.8484 0.1508 0.05 -0.21 -0.17
C -2.2799 3.0262 -0.2790 -0.43 0.10 0.68
C -3.2706 3.2616 0.9096 -0.05 0.03 -0.33
C -4.3768 2.2529 1.0708 -0.51 0.03 -0.02
C -4.1491 0.8853 1.1213 -0.02 -0.11 0.08
C -5.1850 -0.0222 1.3117 0.03 0.35 -0.06
C -6.4894 0.4279 1.4803 0.44 0.33 -0.15
C -6.7315 1.7985 1.4293 0.13 -0.22 0.14
C -5.6917 2.7006 1.2275 -0.12 -0.39 -0.01
C -0.1629 3.8257 0.8692 -0.36 -0.31 -0.09
C -0.8110 5.1562 1.1214 0.22 0.77 -0.30
C -1.0934 5.9409 -0.1939 0.25 -0.93 -0.19
O -2.4581 6.3002 -0.2835 0.04 0.31 0.42
C -2.6506 7.6596 -0.5475 -0.17 -0.25 0.22
C -3.0458 8.4745 0.6451 0.32 -0.15 0.11
O -2.5025 8.0867 -1.6396 0.16 0.19 -0.56
N 1.1021 3.5759 1.3202 0.40 -0.25 0.04
C 1.7721 4.6196 2.1204 -0.83 0.46 -0.04
C 2.1699 5.8010 1.2368 0.29 0.06 0.29
O 2.6669 5.6661 0.1642 -0.04 -0.13 -0.59
C 1.7559 2.4140 1.0491 -0.24 -0.46 -0.24
C 3.1468 2.1950 1.5520 0.55 0.75 -0.01
C 4.2227 2.9136 0.7167 0.38 -0.56 0.12
C 5.6223 2.4732 1.1564 0.14 0.20 0.02
O 6.3592 3.6190 1.5347 0.05 -0.01 0.27
C 7.3602 3.3169 2.5048 -0.36 -0.03 -0.42
H 1.2041 -1.0617 3.4641 0.06 -0.08 0.10
H 0.2392 -0.1603 2.3433 -0.09 0.15 -0.11
H 1.7567 0.5132 2.9890 -0.01 0.22 -0.05
H 3.0922 -1.1401 1.7384 0.12 -0.04 0.06
H 1.6542 -2.0721 1.3850 0.03 -0.13 -0.22
H 4.2816 0.1622 -0.1162 0.06 0.00 0.11
H 3.7800 -0.8829 -1.4248 -0.17 -0.13 -0.09
H 3.5463 0.8502 -1.5509 -0.18 0.00 -0.18
H -0.9993 -1.6731 -2.1602 -0.03 0.66 0.33
H -2.2832 -2.1773 -1.0668 0.00 0.13 0.41
H -2.6157 2.1576 -0.8276 0.05 -0.29 -0.08
H -2.3925 3.8503 -0.9752 0.13 0.18 -0.10
H -3.7426 4.2235 0.7374 0.00 0.22 0.16
H -2.7408 3.3285 1.8594 0.15 -0.07 0.05
H -3.1463 0.4952 1.0242 0.14 0.00 -0.07
H -4.9388 -1.0697 1.3235 -0.12 -0.16 0.05
H -7.2989 -0.2652 1.6439 -0.09 -0.10 0.00
H -7.7392 2.1579 1.5737 -0.07 0.11 -0.05
H -5.9343 3.7534 1.2017 0.14 0.15 -0.05
H -0.2045 5.8202 1.7207 0.08 -0.10 0.24
H -1.7362 5.0542 1.6731 -0.21 -0.20 -0.07
H -0.8397 5.2918 -1.0296 0.01 0.08 -0.25
H -0.4215 6.7936 -0.2619 -0.13 0.26 0.01
H -4.1004 8.7203 0.5875 -0.13 0.10 0.00
H -2.8393 7.9532 1.5728 -0.12 -0.11 0.11
H -2.4537 9.3836 0.6154 -0.16 0.24 -0.02
H 2.6016 4.2311 2.6903 0.26 -0.06 -0.20
H 1.0580 4.9913 2.8446 -0.03 -0.13 0.26
H 1.9738 6.8046 1.6445 0.02 0.07 0.23
H 3.3945 1.1442 1.5763 -0.31 -0.26 -0.09
H 3.2836 2.5549 2.5695 -0.21 -0.20 0.24
H 4.1021 2.6761 -0.3336 -0.23 0.22 -0.19
H 4.1900 3.9847 0.8570 -0.14 0.18 -0.18
H 6.1414 1.9617 0.3421 0.06 -0.08 -0.08
H 5.5795 1.7651 1.9917 -0.12 -0.01 0.13
H 7.8814 2.4020 2.2270 0.19 -0.08 0.07
H 6.8928 3.1936 3.4825 0.07 -0.07 0.16
H 8.0626 4.1398 2.5286 0.06 0.14 0.02
C 1.1780 -4.0841 -4.2658 -0.02 -0.04 0.00
Cl 0.4636 -5.2651 -5.3522 0.02 0.04 -0.03
Cl -0.0748 -3.0550 -3.5487 0.28 -0.36 -0.30
Cl 2.1658 -4.8487 -3.0070 -0.08 0.29 -0.15
H 1.8102 -3.4349 -4.8562 0.05 -0.10 0.15
C 0.5106 -9.4205 -3.5778 -0.03 0.09 -0.05
Cl 1.0192 -9.7339 -5.2324 0.27 0.02 0.04
Cl 1.1544 -10.6358 -2.4763 0.12 -0.02 0.01
Cl 0.9844 -7.7859 -3.0999 -0.06 -0.35 0.12
H -0.5701 -9.4830 -3.5451 -0.01 0.02 0.00
C -2.8178 -9.4566 -6.9177 -0.02 -0.04 0.09
Cl -4.4656 -9.7379 -6.3591 0.00 0.00 -0.02
Cl -2.1646 -7.9769 -6.2008 0.01 0.01 0.00
Cl -1.7842 -10.8352 -6.5513 -0.21 -0.05 -0.10
H -2.8428 -9.3276 -7.9911 0.01 0.02 -0.01
C -1.1637 -9.6925 0.7849 0.07 -0.01 0.02
Cl -1.6369 -9.2584 -0.8531 -0.23 0.08 -0.04
Cl 0.1107 -8.6204 1.3611 0.05 0.03 0.04
Cl -2.5506 -9.6692 1.8716 0.00 0.00 0.00
H -0.7668 -10.6987 0.7633 -0.01 -0.02 0.00
C 3.7439 -2.8062 5.5417 -0.14 -0.03 0.07
Cl 2.8503 -2.6370 7.0473 0.03 0.00 0.00
Cl 2.8465 -3.7838 4.3848 -0.02 -0.07 -0.06
Cl 4.1055 -1.2213 4.8492 0.11 0.14 -0.03
H 4.6814 -3.3016 5.7550 0.02 0.00 -0.02
C -4.4697 -4.0568 2.7851 0.00 0.01 0.12
Cl -3.2037 -3.3032 1.8003 0.02 0.01 -0.04
Cl -3.7615 -4.8937 4.1607 -0.01 0.00 -0.02
Cl -5.6491 -2.8564 3.3129 0.01 -0.10 0.03
H -4.9802 -4.7861 2.1710 0.01 0.01 -0.04
C 3.6919 -0.6227 -5.0650 -0.04 -0.08 0.08
Cl 2.9793 -1.7708 -6.1998 0.08 0.15 -0.16
Cl 2.4356 0.2634 -4.2028 -0.07 -0.01 -0.05
Cl 4.7582 -1.4626 -3.9347 0.06 -0.02 -0.06
H 4.2886 0.0808 -5.6297 -0.01 0.02 -0.01
```
Forces are in eV/Å.


Record 2
The following is a DFT calculation (the ωB97M-V functional and the def2-TZVPD basis) of 4 unconnected molecules or ions with the total composition C32H31ClIN3O6P at a distorted geometry.

Computed properties:
- Charge: +1
- Orbital gap: 6.33 eV

```
75
Properties=species:S:1:pos:R:3:forces:R:3
C 4.5215 0.4459 0.4676 -0.29 0.34 -0.71
C 4.2127 1.0639 -0.7085 0.78 -0.38 1.17
O 3.3427 2.1559 -0.7720 -1.44 -1.77 -0.78
C 2.2507 2.0581 -1.5860 0.01 0.59 -0.27
O 1.9521 2.9031 -2.3661 0.00 0.02 0.11
C 1.3536 0.8414 -1.4393 -0.04 -0.67 0.49
C 1.5490 -0.2446 -2.2890 0.22 0.38 -0.21
I 2.9797 -0.2148 -3.8277 -0.35 0.01 0.21
C 0.7656 -1.3704 -2.1117 -0.06 -0.36 -0.61
N 0.9242 -2.5275 -2.8892 0.15 -0.23 1.05
C 1.9514 -3.1635 -2.6105 0.46 0.91 -0.73
O 2.9864 -3.6256 -2.4355 -0.40 -0.66 0.03
N -0.2063 -1.3867 -1.1661 0.02 -0.04 -0.19
N -0.9705 -2.5831 -1.0710 0.20 -0.01 0.39
C -0.4519 -3.3557 -0.2378 0.38 0.33 -0.16
O 0.0696 -4.0508 0.5069 -0.39 -0.26 -0.03
C -0.4721 -0.3279 -0.3474 -0.38 0.03 0.27
C -1.5993 -0.4867 0.6358 -0.33 -0.02 0.01
C -2.6553 0.6521 0.6143 0.39 0.44 0.56
O -3.9114 0.1512 0.9902 0.20 0.06 -1.09
C -4.8879 0.2917 -0.0517 -0.77 -0.12 0.39
C -5.6099 1.6365 0.0003 0.38 -0.06 -0.02
C 0.3293 0.7983 -0.4645 0.87 0.87 -0.75
P 0.0310 2.2563 0.7104 -0.92 -0.16 1.24
O 1.5162 2.7000 1.2194 -0.23 -0.28 -0.81
Cl -0.4963 3.7673 -0.5552 0.45 -0.39 0.09
H 5.5655 0.4745 0.7701 0.19 -1.70 -0.69
H 3.8025 -0.1142 1.0621 -0.28 1.51 1.00
H 4.6417 0.7085 -1.6412 0.91 1.40 -0.08
H -2.1685 -1.3914 0.4307 0.13 0.02 -0.15
H -1.1853 -0.6278 1.6387 0.01 0.22 0.00
H -2.3745 1.4283 1.3253 0.02 -0.06 0.04
H -2.6490 1.1340 -0.3705 -0.25 -0.15 -0.07
H -4.4452 0.1027 -1.0342 0.10 0.00 0.04
H -5.6238 -0.4936 0.1271 0.13 -0.08 0.05
H -5.0960 2.4027 -0.5824 -0.09 0.00 -0.04
H -5.6593 1.9905 1.0303 -0.09 -0.12 0.02
H -6.6253 1.5039 -0.3705 0.03 0.19 -0.11
H 1.8935 1.9587 1.7180 0.23 0.25 0.16
C 5.7750 -4.2719 3.0405 0.01 0.01 -0.01
C 4.4164 -4.1973 2.7676 -0.04 0.03 0.02
C 3.9813 -4.0209 1.4610 0.03 0.05 -0.03
C 4.9041 -3.9277 0.4270 -0.01 0.05 0.04
C 6.2629 -4.0056 0.7006 0.00 0.02 0.01
C 6.6980 -4.1740 2.0077 -0.02 0.00 0.01
H 6.1152 -4.4074 4.0587 0.00 -0.01 0.00
H 3.6974 -4.2776 3.5728 0.01 -0.01 0.00
H 2.9197 -3.9588 1.2490 -0.01 -0.06 0.01
H 4.5664 -3.7953 -0.5913 0.03 -0.03 -0.01
H 6.9825 -3.9349 -0.1048 0.00 -0.01 0.00
H 7.7571 -4.2307 2.2221 0.00 -0.01 0.00
C -4.4089 -0.8910 4.7261 0.00 0.01 0.01
C -4.1867 -1.0160 6.0903 -0.01 0.00 -0.01
C -2.9212 -1.3358 6.5633 -0.01 0.01 0.00
C -1.8746 -1.5228 5.6723 0.06 0.00 -0.01
C -2.0974 -1.3942 4.3080 -0.11 0.03 0.04
C -3.3650 -1.0815 3.8311 0.15 -0.10 0.00
H -5.3969 -0.6446 4.3588 0.00 0.00 0.00
H -5.0011 -0.8647 6.7867 0.00 -0.01 0.00
H -2.7509 -1.4390 7.6268 0.00 0.01 0.00
H -0.8870 -1.7687 6.0415 -0.01 0.00 0.01
H -1.2755 -1.5413 3.6154 0.02 -0.06 0.03
H -3.5430 -0.9861 2.7679 -0.05 -0.01 0.14
C -2.5110 5.0998 -6.0546 0.00 -0.01 -0.01
C -2.3720 5.1528 -4.6746 -0.02 -0.02 0.02
C -1.1893 4.7344 -4.0804 -0.01 -0.02 -0.02
C -0.1419 4.2706 -4.8648 0.03 -0.04 0.00
C -0.2807 4.2213 -6.2452 -0.02 -0.02 0.00
C -1.4661 4.6321 -6.8397 0.00 0.00 0.00
H -3.4334 5.4240 -6.5187 0.00 0.01 0.00
H -3.1858 5.5208 -4.0625 0.00 0.01 -0.01
H -1.0806 4.7686 -3.0041 0.00 0.06 -0.06
H 0.7813 3.9499 -4.3991 -0.01 0.03 0.00
H 0.5360 3.8628 -6.8589 0.00 0.01 -0.01
H -1.5753 4.5896 -7.9156 0.00 0.01 0.00
```
Forces are in eV/Å.


The following electronic energy values (in a.u.) correspond, in order, to the records above: -12077.073595, -2952.523667.
The following HOMO values (in eV) correspond, in order, to the records above: -11.1, -11.0.